19
Properties=species:S:1:pos:R:3:forces:R:3:mulliken_spin:R:1 method="wB97M-V/def2-TZVPD" s_squared=2.0075 e_lumo_ev="-3.0099 / -6.8812" multiplicity=3 total_energy_ha=-704.39460 e_homo_ev="-9.141 / -13.955" de_lowest_ev=0.728 total_charge=+1
C -1.920911 1.263860 2.037005 -1.99 4.04 6.44 0.5803
C 0.351229 1.925454 1.115733 -1.49 -1.39 -0.86 -0.0182
C -0.588518 0.811137 0.257875 0.05 2.22 1.88 -0.0376
C -0.806492 -1.483201 -0.485891 -0.64 -0.80 -0.21 -0.0092
C 1.293834 -0.342005 -0.866187 0.71 0.03 -0.46 -0.0014
N -1.766652 0.569731 0.991693 2.28 -4.08 -6.24 0.6291
N 0.141970 -0.479689 0.040004 0.14 -0.28 0.22 0.0728
S -0.702750 2.392715 2.518053 0.42 -0.53 -0.92 0.6843
H -2.802855 1.170295 2.644335 0.00 0.22 0.20 0.0268
H 1.270114 1.476509 1.483446 0.11 0.01 -0.01 0.0209
H 0.556727 2.792116 0.498500 0.19 0.14 0.00 0.0108
H -0.822491 1.214893 -0.732988 0.26 0.00 -0.13 0.0372
H -1.262232 -1.095887 -1.394554 0.09 0.08 -0.03 0.0000
H -0.286963 -2.411590 -0.708326 0.17 0.07 0.03 -0.0040
H -1.594050 -1.661769 0.240083 0.11 0.09 0.00 -0.0015
H 0.943671 -0.068394 -1.858231 -0.14 0.03 0.03 -0.0006
H 1.986232 0.417773 -0.515004 -0.07 0.04 0.13 0.0010
H 1.819712 -1.293014 -0.940305 -0.10 0.03 0.10 0.0016
H 0.471359 -0.805172 0.956896 -0.11 0.09 -0.16 0.0075



24
Properties=species:S:1:pos:R:3:forces:R:3:mulliken_spin:R:1 method="wB97M-V/def2-TZVPD" s_squared=6.0941 e_lumo_ev="0.0797 / -3.3422" multiplicity=5 total_energy_ha=-2365.45277 e_homo_ev="-6.086 / -8.966" de_lowest_ev=2.501
S -2.120370 0.456151 -0.636239 -0.68 -0.38 0.24 0.0756
C -0.632482 0.409385 0.131446 2.61 -0.12 1.56 -0.0130
N 0.384989 0.346173 0.718913 -2.20 0.16 -1.38 0.0144
O -7.214691 0.791979 -4.174427 1.63 0.61 0.72 0.0234
C -6.202604 1.247264 -3.828956 -4.48 -0.99 -3.00 0.1338
Fe -4.758888 1.520922 -2.839583 -2.31 0.19 2.67 2.4491
C -5.594654 1.384403 -1.208914 -2.15 -0.15 4.83 0.0492
O -5.944176 1.125228 -0.133153 0.93 0.45 -2.36 0.0323
C -4.457096 -0.212996 -2.570476 0.19 -6.67 0.64 -0.0101
O -4.548581 -1.368431 -2.460682 0.43 2.85 -0.28 0.0126
C -1.971066 1.996722 -1.631984 -0.38 0.67 -0.70 -0.0012
C -1.326645 1.582739 -2.912837 1.15 0.56 1.41 0.3047
C -1.979233 1.256625 -4.036868 -1.91 -0.51 -1.30 -0.0234
C -3.406450 1.476567 -4.299278 4.69 -0.10 -3.94 0.4382
C -3.936728 2.819473 -4.138276 0.27 1.75 0.79 -0.0182
C -3.759716 3.413031 -2.886312 0.88 1.53 -1.48 0.1310
C -3.366284 2.595497 -1.791731 1.38 -0.10 2.56 0.3462
H -1.346574 2.647881 -1.005186 0.13 -0.13 -0.41 0.0005
H -0.246613 1.441346 -2.802679 -0.29 -0.05 -0.42 0.0076
H -1.421078 0.769549 -4.850837 -0.24 -0.08 0.50 0.0295
H -3.805054 0.853651 -5.113539 0.26 0.52 0.12 -0.0089
H -4.483236 3.309941 -4.945024 0.28 -0.17 0.10 0.0276
H -4.002599 4.459006 -2.689691 -0.46 -0.25 -0.32 0.0128
H -3.701932 2.909560 -0.788727 0.27 0.42 -0.56 -0.0135



40
Properties=species:S:1:pos:R:3:forces:R:3:nbo_charge:R:1 method="wB97M-V/def2-TZVPD" e_lumo_ev=0.9007 total_energy_ha=-661.21001 e_homo_ev=-8.315 de_lowest_ev=0.000
C 3.102156 2.383713 4.687249 0.16 0.03 -0.24 -0.6089
C 3.455117 2.910776 3.301524 -0.14 0.16 0.04 -0.3954
C 2.285358 3.601783 2.596684 0.00 -0.13 0.06 -0.3864
C 1.087798 2.698037 2.300442 0.30 0.05 -0.17 -0.3940
C 1.433467 1.528363 1.378993 -0.46 0.14 0.17 -0.3940
C 0.181332 0.867612 0.805394 0.51 -0.17 -0.09 -0.3836
C 0.519792 -0.322082 -0.089603 -0.45 0.18 0.05 -0.3882
C -0.706950 -0.853265 -0.824412 0.51 -0.14 -0.02 -0.3770
C -0.370224 -2.070081 -1.695695 -0.29 0.27 0.10 -0.4110
C -1.544114 -2.447261 -2.551980 0.18 -0.13 0.01 -0.0381
C -2.530027 -3.292414 -2.064474 0.08 0.06 -0.11 -0.1966
C -3.638696 -3.610843 -2.825998 -0.14 -0.03 -0.09 -0.2789
C -3.780505 -3.085062 -4.103167 0.23 0.02 0.24 0.2917
O -4.857425 -3.372068 -4.888035 -0.14 -0.04 -0.14 -0.6663
C -2.795834 -2.241294 -4.606366 -0.33 -0.11 -0.09 -0.2646
C -1.696492 -1.926311 -3.831492 -0.08 -0.10 0.07 -0.1828
H 2.664922 3.174229 5.292676 -0.07 0.06 0.14 0.2004
H 3.994930 2.018012 5.191212 0.00 -0.05 0.10 0.2094
H 2.391979 1.564491 4.623112 -0.13 -0.12 0.08 0.1991
H 3.822085 2.090197 2.682720 0.10 0.00 -0.04 0.1947
H 4.268906 3.634661 3.396056 0.04 -0.06 -0.06 0.1998
H 1.947296 4.440795 3.211970 0.06 0.06 -0.02 0.1968
H 2.648676 4.014412 1.650670 -0.04 0.08 0.01 0.1968
H 0.313464 3.303475 1.819731 -0.04 -0.02 0.05 0.1997
H 0.665130 2.318373 3.232149 -0.10 -0.01 0.04 0.1954
H 2.051561 1.891788 0.553498 0.09 -0.03 -0.03 0.1922
H 2.014141 0.783410 1.926376 0.12 -0.05 -0.03 0.1943
H -0.370775 1.606225 0.219298 -0.10 0.05 0.03 0.1924
H -0.466236 0.537115 1.620867 -0.10 0.04 0.02 0.1944
H 1.268341 -0.014969 -0.824599 0.09 -0.04 -0.02 0.1916
H 0.957695 -1.121726 0.511780 0.11 -0.04 0.02 0.1931
H -1.115067 -0.064132 -1.460745 -0.08 0.02 0.01 0.1976
H -1.478068 -1.128104 -0.101947 -0.12 0.02 -0.01 0.1968
H 0.489088 -1.827256 -2.324428 0.05 -0.06 0.00 0.2046
H -0.095907 -2.907912 -1.050846 0.11 -0.01 -0.03 0.2054
H -2.426223 -3.716155 -1.076453 0.01 -0.05 0.14 0.2084
H -4.392722 -4.276338 -2.425738 -0.09 -0.05 0.00 0.2029
H -5.443597 -3.978399 -4.419950 0.09 0.09 -0.05 0.4777
H -2.913588 -1.845480 -5.603286 0.00 0.06 -0.10 0.2224
H -0.940783 -1.266314 -4.233185 0.10 0.06 -0.04 0.2082



9
Properties=species:S:1:pos:R:3:forces:R:3:nbo_charge:R:1 method="wB97M-V/def2-TZVPD" e_lumo_ev=-0.7999 total_energy_ha=-425.63068 e_homo_ev=-10.445 de_lowest_ev=4.008
C 0.299144 -0.850443 -0.006077 -3.02 3.41 0.69 0.3406
C 0.169122 0.513388 0.052050 0.54 -1.05 -1.10 0.1395
H -1.740350 1.741642 0.447246 2.01 -4.00 -3.20 0.4378
N -1.888294 -0.474191 -0.084004 3.95 1.03 0.30 0.0321
N -0.927900 -1.326661 0.047466 -3.41 -3.83 -0.78 -0.2257
N 2.269497 -0.063669 -0.146127 -0.17 0.81 1.40 0.1431
N 1.508711 0.909122 0.047346 -0.42 1.99 -1.42 -0.1833
N -1.203593 0.795179 -0.268401 -0.54 3.63 4.60 -0.4175
O 1.513662 -1.244364 -0.089497 1.06 -1.98 -0.49 -0.2667